{"formula": "C17H30F3MoNO3P2", "method": "ωB97M-V with the def2-TZVPD basis set", "total_charge": 0, "homo_ev": [-5.29, -5.94], "s_squared": 2.0323, "multiplicity": 3, "total_energy_ha": -1996.6426, "homo_lumo_gap_ev": [5.35, 6.03], "elements": ["Mo", "P", "P", "N", "H", "C", "H", "H", "H", "C", "H", "H", "H", "C", "H", "H", "H", "C", "H", "H", "H", "C", "H", "H", "H", "C", "H", "H", "H", "C", "C", "C", "C", "C", "C", "H", "H", "H", "H", "H", "C", "O", "C", "H", "H", "H", "C", "H", "H", "H", "F", "C", "F", "F", "C", "O", "O"], "positions_angstrom": [[-0.177, -0.615, 0.052], [2.745, -0.539, -0.080], [-2.606, -0.059, 0.158], [0.062, -0.001, -1.605], [1.486, -1.207, 0.172], [3.212, -1.962, -1.066], [4.298, -1.961, -0.995], [2.819, -1.805, -2.080], [2.768, -2.882, -0.657], [3.565, -0.458, 1.500], [4.620, -0.603, 1.230], [3.219, -1.243, 2.189], [3.389, 0.525, 1.959], [3.041, 0.956, -1.000], [4.151, 0.973, -0.997], [2.614, 1.833, -0.478], [2.630, 0.842, -2.019], [-3.664, -1.260, -0.689], [-4.697, -0.890, -0.624], [-3.575, -2.247, -0.220], [-3.346, -1.320, -1.734], [-3.260, 0.017, 1.843], [-4.350, 0.123, 1.752], [-2.837, 0.883, 2.366], [-3.012, -0.904, 2.386], [-3.056, 1.514, -0.604], [-4.140, 1.643, -0.460], [-2.813, 1.482, -1.673], [-2.491, 2.318, -0.114], [-0.023, 0.983, -2.533], [-0.069, 1.747, -4.870], [-0.082, 0.703, -3.942], [-0.062, 2.357, -2.121], [-0.050, 3.381, -3.075], [-0.041, 3.076, -4.435], [-0.081, 1.507, -5.936], [-0.131, -0.347, -4.234], [-0.107, 2.565, -1.042], [-0.050, 4.415, -2.721], [-0.021, 3.879, -5.161], [-0.654, -3.046, 1.680], [-1.477, -2.427, 0.950], [0.264, -4.094, 1.075], [0.583, -4.739, 1.905], [1.195, -3.675, 0.596], [-0.279, -4.666, 0.304], [-0.296, -2.531, 3.062], [-1.211, -2.644, 3.677], [0.043, -1.457, 3.099], [0.538, -3.144, 3.472], [-0.406, 1.965, 4.671], [0.288, 2.490, 3.620], [-0.094, 3.789, 3.492], [1.610, 2.490, 3.965], [0.051, 1.640, 2.296], [0.440, 0.416, 2.381], [-0.475, 2.215, 1.312]], "forces_ev_per_a": [[0.193, 1.300, 1.576], [-2.882, 0.580, 0.105], [1.387, -0.228, -0.374], [0.179, 0.097, -0.679], [-0.708, -1.438, 0.666], [0.627, 0.237, 0.153], [0.199, -0.588, -0.645], [0.293, -0.029, 0.254], [0.321, 0.412, -0.047], [0.555, -0.174, -0.056], [0.037, 0.120, 0.645], [0.114, 0.228, -0.348], [0.076, -0.320, -0.203], [0.814, 0.030, -0.100], [-0.374, 0.591, -0.419], [0.235, -0.541, -0.333], [0.185, 0.192, 0.531], [-0.419, 0.066, 0.124], [0.058, -0.306, -0.169], [-0.045, 0.318, -0.156], [-0.106, -0.006, 0.133], [-0.402, 0.092, 0.047], [0.153, 0.019, 0.349], [-0.120, -0.189, -0.118], [-0.096, 0.274, -0.195], [-0.430, 0.088, 0.143], [0.236, 0.265, -0.174], [-0.040, 0.060, 0.271], [-0.204, -0.201, -0.193], [-0.460, 0.768, -0.892], [-0.040, -0.352, 0.459], [0.154, 0.370, 0.755], [0.165, -0.315, -0.366], [-0.015, -0.605, 0.546], [0.029, 0.059, -0.179], [-0.031, 0.161, 0.327], [0.083, 0.314, -0.070], [0.108, -0.066, -0.526], [-0.036, -0.267, -0.250], [-0.008, -0.004, -0.039], [1.331, 2.965, -1.968], [0.757, -1.688, 1.537], [0.058, -0.707, -0.030], [0.006, -0.173, -0.465], [-1.227, -0.183, 0.685], [0.270, 0.163, 0.329], [0.033, -0.318, 0.521], [0.563, 0.140, 0.049], [-0.655, -0.984, -0.349], [-0.750, 0.325, -0.044], [0.500, 0.349, -0.733], [-0.112, 0.187, -0.039], [0.354, -1.208, 0.096], [-0.832, -0.011, -0.206], [-0.380, -0.060, -1.172], [-0.633, 1.098, -0.718], [0.933, -0.908, 1.953]]}